(1)
ORCA calculation (the ωB97M-V functional and the def2-TZVPD basis) on C23H62F3FeN8O11 as an isolated structure in a non-equilibrium geometry.

Structure (XYZ):
```
108
Properties=species:S:1:pos:R:3
Fe -1.72093 -2.63590 2.47769
C -0.91601 -0.30943 0.44414
O -1.15782 -1.00535 -0.79878
O -1.21886 -1.16125 1.44489
C 0.54353 0.17784 0.51812
F 1.35988 -0.84205 0.29329
F 0.75337 1.10559 -0.41005
F 0.79822 0.71934 1.70903
C -0.92244 -0.29527 -2.00822
C -1.45230 -1.13218 -3.16328
H -1.08996 -2.14915 -3.01015
H -2.54236 -1.10824 -3.16217
H -1.08356 -0.82639 -4.13798
H 0.13161 -0.10718 -2.22234
H -1.36135 0.71056 -2.03245
H -1.64261 0.51862 0.38902
C -0.58988 -4.81232 0.48867
O -0.79868 -3.95049 1.36799
N -0.32784 -6.09946 0.77231
N -0.77389 -4.52385 -0.80959
H -0.27361 -6.43321 1.71828
H -0.23627 -6.78353 0.04084
H -1.01935 -3.59488 -1.11178
H -0.47980 -5.14173 -1.55004
C -2.17633 2.89336 3.64019
O -3.05379 3.42919 2.98809
N -1.40812 1.85466 3.13248
N -1.72369 3.31320 4.86974
H -1.62580 1.66396 2.17370
H -0.57169 1.59386 3.61475
H -1.16673 2.57515 5.25204
H -2.19031 4.07334 5.32917
C -4.29370 -2.97463 0.57952
O -3.19607 -3.05248 1.17548
N -4.35322 -2.42493 -0.64157
N -5.43730 -3.45375 1.11384
H -5.02858 -2.61326 -1.36246
H -3.49654 -1.96757 -0.92381
H -5.56110 -3.55464 2.10568
H -6.28265 -3.24144 0.60623
C -3.14459 -1.15131 4.85491
O -2.84022 -1.65039 3.73545
N -4.41127 -1.13857 5.29070
N -2.23490 -0.57188 5.65954
H -4.65956 -1.07957 6.26352
H -5.14560 -1.24044 4.61107
H -2.58995 -0.10576 6.47999
H -1.25725 -0.80001 5.63154
C 1.57114 3.50675 3.74722
C 2.39572 4.11649 4.88639
C 3.01233 5.43115 4.49608
O 1.47838 4.30992 6.00185
H 1.47738 2.42552 3.93007
H 2.12811 3.56138 2.80544
H 0.59943 3.96477 3.59766
H 3.15132 3.43501 5.28305
H 3.33052 6.00549 5.36541
H 2.44380 6.05445 3.80755
H 3.93861 5.20850 3.95277
H 1.21776 3.42995 6.28600
C -0.43854 4.89796 -0.31111
C -1.92825 4.74055 -0.50361
C -2.32018 3.24401 -0.54693
O -2.66448 5.42496 0.51336
H 0.08446 4.20920 -0.98830
H -0.12104 4.57046 0.68759
H 0.01300 5.87536 -0.46753
H -2.26630 5.16796 -1.44850
H -3.04476 3.02746 -1.33357
H -2.82518 2.95378 0.38046
H -1.43228 2.62627 -0.70510
H -2.80790 4.77060 1.20669
C 4.51004 0.42698 0.57442
C 4.23162 1.77972 -0.08128
C 3.79723 2.88599 0.88624
O 5.36491 2.16220 -0.83294
H 4.77957 -0.25567 -0.23290
H 3.73817 0.00373 1.21589
H 5.41171 0.51898 1.18959
H 3.40212 1.61675 -0.77223
H 4.45521 3.75452 0.80034
H 3.66394 2.70505 1.95473
H 2.82292 3.28194 0.57319
H 5.98067 2.59184 -0.23054
C 2.13174 -0.33208 -4.61432
C 3.11228 -1.28203 -3.97908
C 2.57025 -1.95531 -2.70460
O 3.52592 -2.32346 -4.86394
H 2.54220 0.19900 -5.47013
H 1.67308 0.37846 -3.92012
H 1.25216 -0.90180 -4.95206
H 4.05339 -0.80665 -3.70527
H 2.02283 -1.25078 -2.06608
H 3.42911 -2.21877 -2.08250
H 1.98622 -2.85239 -2.89987
H 2.76063 -2.86649 -5.09596
C -0.86303 -4.08119 -5.37178
C 0.46697 -4.46633 -6.02745
C 0.83141 -3.46774 -7.09878
O 1.42967 -4.54522 -4.95167
H -0.67030 -3.28839 -4.64755
H -1.27581 -4.89168 -4.76399
H -1.56044 -3.73565 -6.13018
H 0.34347 -5.49466 -6.37654
H 1.82116 -3.72109 -7.49470
H 0.87465 -2.43570 -6.76002
H 0.15216 -3.60415 -7.94087
H 2.10903 -5.18204 -5.19718
```

For the frontier orbital gap (alpha / beta), the calculation gives 0.2525 / 0.1553 Eh. The calculation puts the highest occupied orbital energy (alpha / beta) at -13.19 / -13.19 eV. The multiplicity is 6. For the lowest unoccupied orbital energy (alpha / beta), the calculation gives -6.32 / -8.96 eV. Its charge is +2. For the molar mass, the calculation gives 739.63 g/mol.

These are the Mulliken partial charges, in e, on atoms 1 to 99: 1.050, -0.489, 0.489, 0.204, 0.915, -0.191, -0.263, -0.066, 0.131, -1.023, -0.273, 0.351, 0.548, -0.028, -0.035, 0.042, 0.584, -0.479, -0.402, -0.228, 0.239, 0.171, 0.120, 0.251, 0.482, -0.688, 0.345, -0.288, -0.257, 0.096, 0.130, 0.232, 0.577, -0.413, -0.353, -0.450, 0.260, 0.061, 0.241, 0.223, 0.671, -0.593, -0.384, -0.356, 0.217, 0.208, 0.198, 0.220, -0.600, 0.336, -1.370, -0.589, 0.319, -0.209, 0.442, 0.259, 0.401, 0.324, 0.339, 0.280, -1.065, 0.337, -0.424, -0.597, 0.280, 0.014, 0.486, 0.361, 0.274, 0.194, -0.212, 0.332, -1.289, 1.199, -1.008, -0.581, 0.251, 0.257, 0.430, -0.246, 0.362, 0.313, -0.033, 0.383, -0.624, 0.301, -0.317, -0.582, 0.342, 0.249, -0.178, 0.313, -0.282, 0.342, 0.192, 0.238, -0.724, 0.571, -1.373

---

(2)
ORCA calculation (the ωB97M-V functional and the def2-TZVPD basis) on C3H4F3O6S3 as an isolated structure in a non-equilibrium geometry.

Structure (XYZ):
```
19
Properties=species:S:1:pos:R:3
C 2.50949 -0.44531 0.74609
C -0.58668 0.39416 -1.11425
C -2.77210 -0.37110 0.34789
O 0.77876 1.62710 0.72015
O -1.28691 2.81585 0.22619
O 2.38138 1.19504 -1.41520
O 1.92495 -1.22777 -1.44030
O -0.32558 -0.82168 1.28822
O -1.11185 -2.06181 -0.64219
F -3.50365 0.06337 -0.75669
F -2.96831 0.48209 1.32913
F -3.42895 -1.48950 0.76480
S -0.05225 2.25353 -0.28583
S 1.69982 0.05133 -0.75087
S -0.94032 -0.81768 -0.01615
H 2.13290 0.10243 1.61604
H 2.48741 -1.54439 0.82065
H 3.56784 -0.16182 0.63048
H -0.50594 -0.04384 -2.06814
```

For the frontier orbital gap, the calculation gives 0.2764 Eh. The calculation puts the highest occupied orbital energy at -5.54 eV. For the lowest unoccupied orbital energy, the calculation gives 1.98 eV. Its charge is -1. For the molar mass, the calculation gives 289.25 g/mol.

Here is what Mulliken gives for the atomic charges, in e: -0.958, -0.781, 0.617, -0.494, -0.587, -0.651, -0.675, -0.545, -0.652, -0.272, -0.212, -0.251, 0.627, 1.116, 1.116, 0.289, 0.331, 0.392, 0.591

---

(3)
ORCA calculation (the ωB97M-V functional and the def2-TZVPD basis) on C46H43BFFeIN8O7S2 as an isolated structure in a non-equilibrium geometry.

Structure (XYZ):
```
110
Properties=species:S:1:pos:R:3
Fe -1.04009 0.11980 -0.10524
C -4.92115 1.40282 -3.88961
C -3.80285 1.75308 -2.97076
C -3.08781 2.92823 -2.93394
C -2.10306 2.73864 -1.94624
N -2.25773 1.52532 -1.42438
N -3.27387 0.92160 -2.04592
B -3.73766 -0.48198 -1.64845
N -2.72736 -1.56948 -2.10653
N -1.48857 -1.64428 -1.60707
C -0.85026 -2.64766 -2.20780
C -1.73274 -3.25803 -3.11946
C -2.91085 -2.54790 -3.02262
C -4.17414 -2.78712 -3.77390
C 0.53465 -3.03110 -1.95342
C 1.21579 -2.61620 -0.81050
C 2.52178 -3.01091 -0.58699
C 3.18130 -3.81400 -1.50405
C 2.51879 -4.22477 -2.64944
C 1.20915 -3.84160 -2.86924
N -3.89562 -0.52412 -0.11706
N -2.93881 -0.16269 0.75604
C -3.44488 -0.25021 1.99006
C -4.77710 -0.68968 1.89053
C -5.02202 -0.85110 0.54866
C -6.27717 -1.33718 -0.08853
C -2.74086 0.01608 3.23745
C -1.43977 0.51608 3.27206
C -0.79497 0.70839 4.47965
C -1.43677 0.43316 5.67677
C -2.73959 -0.03719 5.65670
C -3.38152 -0.24782 4.45254
C -1.02794 3.64785 -1.58862
C -0.77177 4.77283 -2.37363
C 0.28615 5.60920 -2.08015
C 1.10646 5.33753 -0.99746
C 0.85090 4.23272 -0.20407
C -0.20965 3.39932 -0.49163
H -5.10520 2.24000 -4.55964
H -4.66107 0.52873 -4.48419
H -5.83676 1.18109 -3.34442
H -3.27099 3.80553 -3.52100
H -4.77733 -0.70977 -2.16299
H -1.55566 -4.12325 -3.72621
H -4.04333 -3.65514 -4.41786
H -5.00287 -2.96879 -3.09042
H -4.42665 -1.92896 -4.39533
H 0.70572 -2.01099 -0.07818
H 3.01861 -2.69579 0.32170
H 4.20238 -4.13165 -1.32883
H 3.02620 -4.85793 -3.36870
H 0.70264 -4.17953 -3.76225
H -5.47665 -0.86336 2.68176
H -6.99172 -1.59572 0.69001
H -6.71528 -0.57239 -0.72788
H -6.07760 -2.22186 -0.69093
H -0.93082 0.75938 2.35001
H 0.21283 1.09519 4.48310
H -0.93291 0.59058 6.62211
H -3.26080 -0.23872 6.58586
H -4.39647 -0.61889 4.46727
H -1.40264 4.99616 -3.22414
H 0.47052 6.48126 -2.70003
H 1.93251 5.99781 -0.76560
H 1.45552 4.02056 0.66252
H -0.41923 2.55377 0.15006
C 6.58582 2.41067 -0.17960
C 6.16729 1.06729 -0.78558
C 7.07676 -0.09823 -0.39809
C 7.10614 -0.26647 1.11472
C 5.70357 -0.27710 1.66030
C 5.45802 -0.78740 2.92410
C 4.15662 -0.87042 3.39782
F 3.96626 -1.35245 4.65231
C 3.08002 -0.50559 2.62603
C 3.30947 0.03099 1.35724
C 2.15093 0.42917 0.54222
O 1.01196 0.42156 1.01209
C 2.47954 0.81559 -0.80808
C 3.76982 0.98820 -1.16748
N 4.82722 0.74153 -0.35532
C 4.62573 0.17755 0.88260
C 1.41077 0.93680 -1.88660
O 1.74463 1.39723 -2.97623
O 0.27244 0.47475 -1.60305
H 7.61957 2.64392 -0.43059
H 6.47324 2.38278 0.90162
H 5.94050 3.19762 -0.56722
H 6.15196 1.16503 -1.87875
H 8.07904 0.05993 -0.79434
H 6.66561 -1.00400 -0.85134
H 7.68532 0.53814 1.57669
H 7.60214 -1.20607 1.37018
H 6.27608 -1.13986 3.53598
H 2.06021 -0.63061 2.95345
H 3.99558 1.32468 -2.16971
O -0.07045 3.51959 2.47133
S -1.21213 4.41211 2.32448
O -1.77707 4.83910 3.60372
O -1.02514 5.51853 1.39127
S -2.76895 3.24773 1.49309
N -2.37573 -3.20682 0.97580
C -1.25372 -2.81725 1.69165
O -0.69833 -1.72736 1.43436
C -0.82011 -3.69124 2.70843
I 0.17895 -5.86748 1.29158
H -2.50156 -2.67878 0.12501
H -2.50569 -4.20153 0.87134
H -1.51583 -4.37487 3.15758
H 0.03217 -3.40196 3.29539
```

For the frontier orbital gap (alpha / beta), the calculation gives 0.1925 / 0.2334 Eh. The calculation puts the highest occupied orbital energy (alpha / beta) at -1.69 / -3.07 eV. The multiplicity is 5. For the lowest unoccupied orbital energy (alpha / beta), the calculation gives 3.55 / 3.28 eV. Its charge is -2. For the molar mass, the calculation gives 1096.59 g/mol.

These are the Mulliken partial charges, in e, on atoms 1 to 99: 1.978, -1.386, 0.537, -1.245, -0.847, 1.365, 0.000, -2.278, 0.210, 1.155, 0.013, -1.585, 0.615, -1.430, 0.972, 1.250, -0.995, -0.812, -0.748, -0.774, 0.429, 1.083, -0.056, -1.187, 0.415, -1.486, 1.477, 0.315, -0.821, -0.714, -0.766, -0.936, 1.516, -0.761, -0.847, -0.865, -0.244, 0.591, 0.417, 0.174, 0.195, 0.502, -0.077, 0.501, 0.424, 0.185, 0.153, -0.064, 0.570, 0.404, 0.349, 0.319, 0.573, 0.439, 0.214, 0.204, -0.093, 0.550, 0.380, 0.383, 0.261, 0.234, 0.359, 0.382, 0.445, 0.051, -1.529, -0.343, -1.052, -1.423, 1.192, -0.666, -0.159, -0.408, -0.853, 0.323, 0.435, -0.406, -0.227, -0.294, 0.351, -0.141, -0.286, -0.888, -0.233, 0.398, 0.347, 0.410, 0.563, 0.466, 0.353, 0.350, 0.463, 0.511, 0.816, 0.531, -0.485, 1.022, -0.701

---

(4)
ORCA calculation (the ωB97M-V functional and the def2-TZVPD basis) on C28H26EuN7O3S as an isolated structure in a non-equilibrium geometry.

Structure (XYZ):
```
66
Properties=species:S:1:pos:R:3
Eu -0.28656 -0.01427 0.01561
C 2.17970 -2.18362 -0.77013
N 1.49013 -1.84708 0.49809
C 2.44566 -1.35686 1.51102
C 2.86164 0.07685 1.30813
C 4.15094 0.50036 1.58135
C 4.45438 1.84905 1.46849
C 3.46138 2.73506 1.08474
C 2.19814 2.23335 0.82202
N 1.90185 0.93290 0.92579
C 0.81726 -3.05336 1.01470
C -0.38478 -3.42406 0.18885
C -0.79591 -4.74217 0.08895
C -1.94314 -5.03629 -0.63085
C -2.63531 -4.00306 -1.24069
C -2.15323 -2.71495 -1.10692
N -1.04878 -2.41893 -0.40497
C 2.44406 -0.99426 -1.65623
C 3.63720 -0.82832 -2.33684
C 3.78165 0.25769 -3.18938
C 2.73050 1.14642 -3.34178
C 1.56912 0.90864 -2.62866
N 1.42732 -0.13192 -1.80331
H 1.53515 -2.86745 -1.32776
H 3.11053 -2.72264 -0.56438
H 3.32715 -2.00555 1.55650
H 1.94845 -1.41775 2.48139
H 4.90313 -0.21616 1.88281
H 5.45531 2.20217 1.67808
H 3.65310 3.79383 0.98819
H 1.38809 2.88952 0.52566
H 0.49759 -2.84292 2.03741
H 1.51127 -3.90021 1.06759
H -0.22296 -5.52523 0.56710
H -2.28598 -6.05817 -0.72204
H -3.53012 -4.18321 -1.81840
H -2.64919 -1.88165 -1.58339
H 4.43926 -1.54121 -2.20169
H 4.70848 0.40261 -3.72825
H 2.80130 2.00159 -3.99782
H 0.71509 1.57190 -2.72357
N -1.32471 0.31361 4.38780
C -2.11834 -0.76025 4.06646
C -1.64669 -1.21221 2.87824
N -0.57978 -0.42945 2.46482
C -0.42789 0.48498 3.40951
H -1.41223 0.89947 5.20289
H -2.92070 -1.09181 4.70032
H -2.01042 -2.03814 2.28948
H 0.30157 1.27833 3.41324
O -1.78537 0.27175 -2.04086
C -2.52989 0.94050 -1.30276
N -2.56669 0.63126 0.04112
S -2.44667 2.06529 0.79512
O -0.96594 2.28581 0.71975
O -3.04426 2.18995 2.07794
C -3.19145 3.02090 -0.47543
C -3.65943 4.31431 -0.45530
C -4.13330 4.81854 -1.66524
C -4.10475 4.05534 -2.82817
C -3.60512 2.75517 -2.82936
C -3.16371 2.24327 -1.62477
H -3.67454 4.91122 0.44586
H -4.53186 5.82300 -1.70666
H -4.48244 4.47952 -3.74825
H -3.58426 2.15903 -3.73116
```

For the frontier orbital gap (alpha / beta), the calculation gives 0.3074 / 0.3464 Eh. The calculation puts the highest occupied orbital energy (alpha / beta) at -14.67 / -14.68 eV. The multiplicity is 7. For the lowest unoccupied orbital energy (alpha / beta), the calculation gives -6.31 / -5.25 eV. Its charge is +2. For the molar mass, the calculation gives 692.59 g/mol.

Here is what Mulliken gives for the atomic charges, in e: 0.789, -0.799, 0.664, -1.245, 0.745, -1.099, -0.541, -0.985, -0.442, 0.730, -1.191, 0.466, -1.000, -0.498, -0.892, -0.194, 0.636, 0.734, -1.001, -0.511, -0.921, 0.003, 0.091, 0.442, 0.306, 0.462, 0.492, 0.542, 0.456, 0.488, 0.568, 0.595, 0.487, 0.504, 0.462, 0.483, 0.360, 0.485, 0.446, 0.473, 0.448, 0.035, -0.578, -0.537, 0.448, -0.639, 0.240, 0.433, 0.431, 0.453, -0.626, 0.865, -0.436, 1.135, -0.452, -0.628, 0.291, -0.715, -0.521, -0.628, -0.538, 0.031, 0.499, 0.429, 0.430, 0.538

---

(5)
ORCA calculation (the ωB97M-V functional and the def2-TZVPD basis) on one molecule with the formula C4H9NO.

Structure (XYZ):
```
15
Properties=species:S:1:pos:R:3
C -2.07081 -0.55535 1.52547
C -0.91164 0.24203 1.02048
N -0.21739 -0.49459 -0.03282
C 0.87088 -0.04576 -0.74022
C 1.10896 1.44787 -0.80219
O 1.59416 -0.81620 -1.34132
H -2.54686 -0.05172 2.36532
H -1.70786 -1.52379 1.85991
H -2.80366 -0.74175 0.74523
H -1.21638 1.21699 0.64125
H -0.24314 0.44672 1.86935
H -0.21364 -1.49216 0.12311
H 0.20027 2.02661 -0.64477
H 1.84505 1.77836 -0.06716
H 1.46765 1.65501 -1.80218
```

For the frontier orbital gap, the calculation gives 0.3839 Eh. The calculation puts the highest occupied orbital energy at -9.55 eV. For the lowest unoccupied orbital energy, the calculation gives 0.90 eV. Its charge is 0. Its SMILES is CCNC(C)=O. For the molar mass, the calculation gives 87.12 g/mol.

Here is what Mulliken gives for the atomic charges, in e: -1.328, -0.141, -0.151, 0.526, -0.956, -0.615, 0.365, 0.358, 0.347, 0.232, 0.237, 0.240, 0.328, 0.238, 0.320

---

Table of energy above the lowest of the compared OMol25 structures with the same formula, charge and spin (kcal/mol), in record order: 0.00; 47.19; 30.01; 0.00; 8.46